{"formula": "C23H52FN6O10PS", "method": "ωB97M-V/def2-TZVPD", "energy_ha": -2827.98302, "e_homo_ha": -0.309, "e_lumo_ev": 0.6, "species": ["C", "C", "C", "C", "C", "P", "N", "O", "O", "S", "O", "O", "O", "C", "C", "C", "F", "H", "H", "H", "H", "H", "H", "H", "H", "H", "H", "H", "H", "H", "H", "H", "H", "H", "C", "C", "O", "N", "C", "H", "H", "H", "H", "H", "H", "H", "C", "C", "O", "N", "C", "H", "H", "H", "H", "H", "H", "H", "C", "C", "O", "N", "C", "H", "H", "H", "H", "H", "H", "H", "C", "C", "O", "N", "C", "H", "H", "H", "H", "H", "H", "H", "C", "C", "O", "N", "C", "H", "H", "H", "H", "H", "H", "H"], "positions_angstrom": [[1.561195, 2.164512, 0.333724], [0.920126, 1.355085, -0.785762], [1.922434, 0.345365, -1.352757], [-0.443944, 0.697384, -0.458422], [-0.762079, 0.254284, 0.978253], [-1.376120, 1.473085, 2.350831], [-1.998110, 2.745501, 1.371905], [-0.050078, 2.139821, 3.029718], [0.342212, -0.562847, 1.461062], [0.134311, -2.112851, 1.142896], [1.088565, -2.557759, 0.191546], [-0.041134, -2.804228, 2.373894], [-1.272859, -1.968147, 0.410273], [-1.889139, -0.803418, 1.011939], [-3.298442, -0.535631, 0.543480], [-3.511857, -0.037048, -0.881663], [-4.654427, -0.656527, -1.407608], [1.020507, 3.098183, 0.518453], [1.678678, 1.604228, 1.260298], [2.564775, 2.458420, 0.018438], [0.714082, 2.077558, -1.582420], [2.741897, 0.893043, -1.822861], [2.337385, -0.306762, -0.589221], [1.451373, -0.243790, -2.144192], [-1.240104, 1.346119, -0.828918], [-0.506764, -0.209684, -1.068216], [-1.547625, 3.637999, 1.539879], [-1.938894, 2.573874, 0.378102], [0.327026, 2.866516, 2.517183], [-1.991356, -1.044449, 2.078567], [-3.768716, 0.122619, 1.277789], [-3.830436, -1.489490, 0.599618], [-2.681011, -0.295507, -1.537917], [-3.704821, 1.037535, -0.917013], [5.419766, -2.657147, 0.956773], [5.178795, -1.918684, -0.341989], [4.640966, -0.822839, -0.360580], [5.579446, -2.519146, -1.490460], [6.232743, -3.798623, -1.644526], [5.039960, -2.040729, 1.765614], [4.896370, -3.613890, 0.965134], [6.483558, -2.840970, 1.115016], [5.400564, -1.981562, -2.329572], [7.208693, -3.679895, -2.121719], [5.634373, -4.469006, -2.264344], [6.379205, -4.269415, -0.677315], [0.640792, 6.898591, -2.895131], [0.763842, 5.396908, -2.772955], [0.694337, 4.830667, -1.694524], [0.960285, 4.688448, -3.915800], [1.069159, 5.183700, -5.272008], [0.490999, 7.303154, -1.899161], [1.544527, 7.332402, -3.324331], [-0.207108, 7.173237, -3.523508], [1.041597, 3.694656, -3.765378], [0.288671, 4.758722, -5.905245], [2.038102, 4.926681, -5.703060], [0.966642, 6.263928, -5.284927], [-4.193811, 0.289669, 6.467010], [-4.594807, 0.746164, 5.081982], [-4.411039, 1.888858, 4.700511], [-5.153991, -0.178172, 4.257829], [-5.433754, -1.575377, 4.513267], [-3.759519, 1.139337, 6.984476], [-5.057650, -0.069266, 7.028062], [-3.456139, -0.511983, 6.414995], [-5.404881, 0.186529, 3.352118], [-4.883700, -2.209773, 3.813869], [-6.498248, -1.769662, 4.385753], [-5.138379, -1.847614, 5.522110], [7.518179, 0.740839, -2.675434], [7.460535, -0.472776, -3.572266], [6.395692, -0.939750, -3.945918], [8.636185, -1.041390, -3.946041], [9.979683, -0.629951, -3.595975], [6.498340, 1.050675, -2.469196], [8.010925, 0.505325, -1.731384], [8.057078, 1.559025, -3.155074], [8.524133, -1.845217, -4.543935], [10.554518, -0.376951, -4.488380], [10.504053, -1.425455, -3.063966], [9.946004, 0.243699, -2.953430], [-7.848982, -2.844080, 0.531228], [-8.199625, -2.677050, 1.992113], [-8.057456, -1.611120, 2.568989], [-8.680502, -3.764251, 2.651407], [-8.909399, -5.097376, 2.134113], [-7.482567, -1.890753, 0.163101], [-7.073698, -3.599517, 0.397295], [-8.722759, -3.138865, -0.050871], [-8.899188, -3.585494, 3.618967], [-9.961184, -5.374126, 2.223366], [-8.313457, -5.833020, 2.676669], [-8.633522, -5.143307, 1.085753]], "forces_ev_per_angstrom": [[0.2, 0.2, 0.0], [0.0, 0.0, 0.0], [-0.2, 0.3, -0.2], [0.2, 0.0, 0.1], [-0.5, 0.1, -0.8], [0.2, -0.1, 0.5], [0.3, -0.2, -0.2], [-0.2, 0.2, -0.1], [0.1, 0.1, 0.2], [0.1, -0.1, -0.1], [-0.1, 0.0, 0.1], [0.1, 0.0, -0.1], [-0.1, 0.1, -0.2], [0.0, 0.0, 0.9], [0.0, -0.2, -0.6], [-0.1, -0.1, 0.0], [0.1, 0.1, 0.1], [-0.1, -0.1, 0.0], [-0.1, -0.1, 0.0], [0.0, 0.0, 0.0], [-0.1, 0.0, 0.0], [0.1, -0.1, 0.1], [0.0, -0.1, -0.1], [0.0, -0.2, 0.1], [-0.1, 0.0, 0.1], [0.0, 0.1, -0.1], [-0.2, 0.1, 0.2], [0.0, 0.1, -0.1], [0.3, -0.2, -0.1], [-0.1, 0.0, 0.0], [0.1, 0.1, 0.0], [0.0, 0.0, 0.1], [-0.1, 0.0, 0.0], [0.1, 0.0, 0.0], [0.0, 0.0, 0.0], [0.0, -0.1, 0.0], [0.2, 0.1, 0.0], [-0.1, 0.0, 0.0], [0.0, 0.1, -0.1], [0.0, 0.0, 0.0], [0.0, 0.0, 0.0], [0.0, 0.0, 0.0], [0.1, 0.0, 0.0], [0.0, 0.0, 0.0], [0.0, 0.0, 0.0], [0.0, 0.0, 0.0], [0.0, 0.0, 0.0], [0.0, 0.0, 0.0], [-0.1, 0.0, 0.1], [0.0, 0.0, 0.0], [0.0, -0.1, 0.0], [0.0, 0.0, 0.0], [0.0, 0.0, 0.0], [0.0, 0.0, 0.0], [0.0, 0.0, 0.0], [0.0, 0.0, 0.0], [0.0, 0.0, 0.0], [0.0, 0.0, 0.0], [0.0, 0.0, 0.0], [0.1, -0.1, -0.1], [0.0, 0.1, 0.1], [0.1, 0.0, 0.0], [-0.1, 0.1, -0.1], [0.0, 0.0, 0.0], [0.0, 0.0, 0.0], [0.0, 0.0, 0.0], [-0.1, 0.0, 0.0], [0.0, 0.0, 0.0], [0.0, 0.0, 0.0], [0.0, 0.0, 0.0], [-0.1, 0.0, 0.0], [0.0, 0.1, 0.1], [0.0, -0.1, -0.1], [0.0, 0.0, 0.0], [0.0, -0.1, -0.1], [0.0, 0.0, 0.0], [0.0, 0.0, 0.0], [0.0, 0.0, 0.0], [0.0, 0.0, 0.0], [0.0, 0.0, 0.0], [0.0, 0.0, 0.0], [0.0, 0.0, 0.0], [0.0, 0.1, 0.0], [0.0, 0.0, -0.1], [0.0, 0.0, 0.0], [0.0, 0.0, 0.0], [0.0, 0.0, 0.1], [0.0, 0.0, 0.0], [0.0, 0.0, 0.0], [0.0, 0.0, 0.0], [0.0, 0.0, 0.0], [0.0, 0.0, 0.0], [0.0, 0.0, 0.0], [0.0, 0.0, 0.0]]}